14
Properties=species:S:1:pos:R:3:mulliken_charge:R:1 method="wB97M-V/def2-TZVPD" homo_ev=-7.424 e_above_lowest_ev=2.463 smiles="C=CNCC" spin_multiplicity=1 total_energy_ev=-5781.349
C -1.23665 -2.11735 0.99060 -0.906
C -1.22294 -1.05530 0.09423 -0.017
N 0.06507 -0.41594 -0.16310 -0.357
C 0.75680 0.70736 -0.99415 -0.465
C 0.85581 1.94009 -0.11525 -0.857
H -2.10329 -2.37508 1.45861 0.294
H -0.36778 -2.74903 1.11927 0.256
H -2.05032 -0.72272 -0.50838 0.371
H 0.85888 -0.72978 0.61999 0.239
H 0.09910 0.83434 -1.84081 0.317
H 1.69294 0.20366 -1.23453 0.266
H 1.30780 1.52632 0.87616 0.222
H -0.10991 2.30967 0.24235 0.262
H 1.45451 2.64376 -0.54499 0.375

14
Properties=species:S:1:pos:R:3:mulliken_charge:R:1 method="wB97M-V/def2-TZVPD" homo_ev=-7.563 e_above_lowest_ev=4.215 spin_multiplicity=1 total_energy_ev=-5779.597
C 1.46287 -1.07917 -0.45948 -0.861
C 1.32595 0.33103 -0.43963 -0.089
C 0.28926 0.17010 0.56675 -0.393
C -1.13113 -0.13974 0.09558 -0.583
N -2.16694 0.84041 0.44897 -0.691
H 0.41732 -0.20877 1.57826 0.418
H 1.89439 -1.63885 -1.29471 0.287
H 1.60981 -1.68700 0.41844 0.280
H 2.26329 0.93660 -0.28842 0.230
H 0.79966 0.76999 -1.28177 0.227
H -1.55731 -1.09183 0.41434 0.282
H -1.13220 -0.15368 -0.99017 0.380
H -2.05867 1.28160 1.35960 0.242
H -2.01630 1.66930 -0.12774 0.269

14
Properties=species:S:1:pos:R:3:mulliken_charge:R:1 method="wB97M-V/def2-TZVPD" homo_ev=-8.347 e_above_lowest_ev=0.698 smiles="C=CNCC" spin_multiplicity=1 total_energy_ev=-5783.114
C 1.64731 -1.67749 0.81242 -0.809
C 0.39930 -1.24273 0.93336 -0.004
N -0.36025 -0.66256 -0.10012 -0.355
C -0.82833 0.71240 0.14282 -0.172
C -0.73337 1.55083 -1.12699 -1.233
H 2.13024 -2.20346 1.61810 0.250
H 2.18221 -1.56850 -0.12718 0.214
H -0.16730 -1.27833 1.86396 0.348
H 0.10659 -0.76511 -0.99161 0.237
H -1.88129 0.65351 0.40405 0.237
H -0.25251 1.16297 0.94572 0.266
H 0.24189 1.98149 -1.32574 0.325
H -1.05499 0.95321 -1.98656 0.338
H -1.42950 2.38377 -1.06224 0.359